19
Properties=species:S:1:pos:R:3:forces:R:3 method="wB97M-V/def2-TZVPD" orbital_gap_ev=10.8 de_lowest_ev=1.119 smiles=CO[C@@H](C)CCO e_tot_ha=-348.16368 homo_ev=-9.858
C -1.84275 -0.54497 1.18956 -0.2 0.0 0.1
O -0.47832 -0.40283 0.86174 0.1 0.0 0.0
C -0.25108 0.45209 -0.26257 0.1 0.1 -0.1
C -0.34615 1.90746 0.18832 0.0 0.1 0.0
C 1.12949 0.15898 -0.86244 0.0 0.0 0.1
C 1.52586 -1.31486 -0.93864 0.0 0.2 -0.4
O 1.74607 -1.88215 0.33065 -0.2 -0.1 0.2
H -2.36496 0.42049 1.18376 0.1 -0.2 0.0
H -1.89791 -0.95913 2.19845 0.0 0.0 -0.1
H -2.35769 -1.21910 0.48974 0.1 0.1 0.1
H -1.02457 0.22861 -1.01717 0.1 0.0 0.1
H 0.51635 2.14346 0.82042 -0.1 0.0 -0.1
H -1.24995 2.08836 0.77783 0.1 0.0 -0.2
H -0.35537 2.59491 -0.66295 0.0 -0.1 0.1
H 1.89710 0.67933 -0.27670 -0.1 -0.1 0.0
H 1.14611 0.59312 -1.87149 0.0 -0.1 0.2
H 0.77735 -1.88460 -1.51654 0.1 0.1 0.1
H 2.47591 -1.39393 -1.47956 -0.2 0.0 0.0
H 0.95451 -1.66525 0.84757 0.2 -0.1 0.0


19
Properties=species:S:1:pos:R:3:forces:R:3 method="wB97M-V/def2-TZVPD" orbital_gap_ev=10.8 de_lowest_ev=1.915 smiles=CCOCCOC e_tot_ha=-348.13443 homo_ev=-9.692
C 3.00106 0.88121 -0.18635 0.2 -0.2 -0.1
C 2.28151 -0.49033 -0.32403 0.3 0.2 0.2
O 0.93592 -0.32122 -0.69442 0.2 0.3 -0.3
C 0.03315 -0.62474 0.31844 0.0 0.4 0.6
C -1.30466 -0.19449 -0.20806 -0.1 -0.1 -0.5
O -2.25294 -0.26275 0.81124 0.0 0.0 0.2
C -3.48278 0.21847 0.35798 -0.5 0.1 0.0
H 2.76939 1.52113 0.69055 -0.3 -0.9 -0.2
H 2.83603 1.55109 -1.03965 0.0 -0.5 -0.1
H 4.06580 0.66988 -0.11437 0.2 0.1 -0.1
H 2.38184 -1.06042 0.61728 -0.2 0.3 -0.1
H 2.66390 -1.19667 -1.08298 0.6 0.8 0.1
H 0.07724 -1.70021 0.52175 -0.2 0.0 0.3
H 0.26088 -0.03520 1.24521 -0.2 -0.5 -0.5
H -1.21621 0.83709 -0.57790 0.1 0.0 0.0
H -1.61297 -0.82441 -1.06691 0.2 0.1 0.2
H -3.84354 -0.36214 -0.50669 0.0 0.0 0.2
H -3.43188 1.27414 0.03801 0.1 -0.2 0.2
H -4.16173 0.11958 1.20090 -0.3 0.1 -0.2


20
Properties=species:S:1:pos:R:3:forces:R:3 method="wB97M-V/def2-TZVPD" total_charge=-1 orbital_gap_ev="4.0 / 6.8" de_lowest_ev=1.091 spin_multiplicity=2 e_tot_ha=-423.36571 homo_ev="-0.159 / -3.173"
C 1.84288 0.96439 1.83066 0.5 -0.8 -0.3
C -0.31061 1.26438 -2.19025 0.1 0.4 -0.3
C -0.15522 0.17900 -1.37719 0.3 -0.4 0.3
O -0.94356 -0.98097 -1.62278 0.2 -0.1 -0.5
C 0.67206 0.04527 -0.22905 0.3 0.6 -0.5
C 1.10511 1.14106 0.52800 -0.1 -0.1 0.4
H 1.27324 0.47552 2.65327 -0.2 0.4 -0.2
H 2.70581 0.27730 1.72468 -0.1 0.3 -0.1
H 2.23129 1.92580 2.16004 0.0 0.0 0.3
H -0.95391 1.34985 -3.06430 -0.3 -0.3 0.3
H 0.43596 2.03823 -2.10133 0.1 0.2 0.0
H -1.31232 -0.89114 -2.51518 0.2 0.0 0.2
H 1.20552 -0.89887 -0.10278 -0.5 -0.1 0.2
H 0.59496 2.09609 0.44754 -0.2 0.0 -0.2
H -0.50994 -1.96323 1.08243 0.1 -0.2 -0.1
H -1.03776 -3.31012 0.58124 0.0 0.2 -0.1
O -0.31280 -2.91658 1.07263 0.0 0.0 0.2
H -1.85996 -0.73637 -0.16870 0.0 0.0 0.0
H -2.44476 0.43727 0.58845 0.3 -0.2 0.1
O -2.22599 -0.49687 0.70263 -0.7 0.1 0.1


20
Properties=species:S:1:pos:R:3:forces:R:3 method="wB97M-V/def2-TZVPD" orbital_gap_ev=10.8 de_lowest_ev=1.421 smiles="CCCCC(=O)O.O" e_tot_ha=-423.40161 homo_ev=-10.193
O 0.68913 2.83949 -1.12915 -2.3 -1.8 3.7
C -0.00799 2.49268 -0.11335 2.2 2.7 -4.2
O -0.78460 3.42658 0.46369 0.0 1.4 -0.3
C -0.09569 1.17907 0.55504 -0.6 -1.6 1.6
C 0.94754 0.08928 0.04902 1.2 1.4 1.4
C 0.39640 -1.25040 -0.38287 -0.3 -3.0 -0.6
C 1.00382 -1.88653 -1.74502 -1.3 2.3 1.7
H -0.64272 4.32197 0.00448 -0.1 -2.1 0.6
H -1.20389 0.78219 0.47513 2.2 0.8 0.2
H 0.09593 1.40474 1.69778 -0.6 -0.5 -2.2
H 1.65904 0.58148 -0.68610 -1.1 -0.7 0.5
H 1.60071 -0.12529 0.96153 -0.7 0.4 -1.2
H 0.65470 -2.05668 0.46619 -0.9 1.7 -1.8
H -0.73797 -1.28049 -0.56748 1.6 0.3 0.6
H 2.06270 -1.98558 -1.69934 0.9 0.1 -0.1
H 0.67089 -1.28681 -2.60026 0.4 0.0 0.1
H 0.56025 -2.83105 -1.82601 -0.5 -1.6 -0.3
H -2.84809 -0.97343 2.14572 -2.0 0.9 0.2
H -2.05806 -2.19297 1.79868 0.5 1.8 0.6
O -1.96213 -1.24823 2.13232 1.5 -2.6 -0.8


21
Properties=species:S:1:pos:R:3:forces:R:3 method="wB97M-V/def2-TZVPD" total_charge=+2 orbital_gap_ev="9.1 / 6.5" de_lowest_ev=0.400 spin_multiplicity=7 e_tot_ha=-517.32923 homo_ev="-18.422 / -18.608"
H -3.67927 1.23587 -0.69617 0.0 -0.1 0.0
C -0.35956 -2.27888 -2.08348 1.7 -0.2 -1.7
O -1.27711 -2.50721 -1.06090 -0.3 0.4 0.3
C 0.84293 -1.48081 -1.58573 0.7 -0.8 -0.6
O 0.31649 -0.36368 -0.84588 0.1 -0.2 -0.7
C 1.26615 0.41730 -0.13015 1.1 1.6 0.4
C 0.49213 1.43446 0.67613 0.3 0.8 0.1
O -0.12209 0.74851 1.75341 -0.3 -1.6 -1.2
C -0.64372 1.60291 2.75822 -0.7 0.7 0.7
Ru -1.30111 -1.03690 0.12940 -1.6 0.4 2.3
H -0.82136 -1.72175 -2.92331 -0.3 -0.3 0.4
H 0.03341 -3.22268 -2.50427 -0.4 0.2 0.2
H 1.46377 -1.09742 -2.40769 -0.2 -0.2 0.2
H 1.46205 -2.08759 -0.90482 -0.1 0.2 -0.2
H 1.93471 0.92633 -0.83816 -0.3 -0.2 -0.1
H 1.88934 -0.23793 0.49788 -0.3 0.2 0.0
H -0.31213 1.97703 0.15188 0.4 -0.2 -0.5
H 1.17337 2.23336 1.00196 0.0 -0.4 0.3
H -1.25078 0.96826 3.41305 0.4 0.3 0.1
H 0.19259 2.11037 3.26040 -0.3 -0.4 0.1
H -1.29980 2.38047 2.33826 0.1 -0.2 -0.1


19
Properties=species:S:1:pos:R:3:forces:R:3 method="wB97M-V/def2-TZVPD" orbital_gap_ev=9.2 de_lowest_ev=0.552 smiles=C1CCSCC1.O e_tot_ha=-671.11295 homo_ev=-8.397
S -0.74015 0.08964 -1.62812 -0.6 -0.7 -1.5
C -1.58242 -0.87154 -0.30893 0.9 -0.1 0.7
C 0.92384 -0.59495 -1.42048 0.1 -0.7 1.7
C -0.97502 -0.34204 1.00127 -1.1 0.3 1.1
C 1.35473 -0.12347 -0.01673 0.8 -1.0 0.9
C 0.50814 -0.66832 1.24525 0.1 1.1 -1.9
H -2.67599 -0.70588 -0.35491 0.7 0.1 -0.1
H -1.40566 -1.96375 -0.34516 0.0 0.4 -0.6
H 1.73168 -0.32352 -2.12700 -1.0 0.2 -0.1
H 0.84110 -1.69882 -1.41182 0.1 0.4 -0.2
H -1.19211 0.74262 0.95829 0.5 -0.4 0.5
H -1.52241 -0.76075 1.86758 -0.1 0.2 -0.3
H 2.40126 -0.45167 0.13331 -0.3 0.3 0.0
H 1.35186 0.98267 -0.06033 0.2 -0.7 0.6
H 0.57213 -1.76017 1.41623 0.4 0.4 -0.4
H 0.91232 -0.16276 2.14330 -0.4 -0.2 -0.4
O -0.23454 2.87268 0.03164 0.3 0.4 -1.0
H -0.65361 3.44312 -0.65190 0.5 -0.7 0.7
H 0.38484 2.29695 -0.47149 -1.0 0.7 0.4